Record 1
{
  "formula": "C3H7NO2",
  "method": "ωB97M-V/def2-TZVPD",
  "e_above_lowest_ev": 3.465,
  "gap_ev": 9.7,
  "max_force_ev_per_a": 0.42,
  "e_tot_ha": -323.6536,
  "species": ["N", "C", "O", "C", "C", "O", "H", "H", "H", "H", "H", "H", "H"],
  "xyz": [[-1.05131, -0.82914, -0.63746], [-1.01556, 0.48819, -0.98940], [-1.44821, 0.88970, -2.05451], [-0.44031, 1.42783, 0.05386], [2.27270, -0.80310, 0.69717], [1.23775, -1.37031, 1.28723], [-0.57399, -1.18776, 0.17616], [-1.40173, -1.47796, -1.32528], [-1.25957, 1.99496, 0.50431], [0.22182, 2.14066, -0.44064], [1.89260, -0.67145, -0.34555], [0.10565, 0.91994, 0.85379], [1.46016, -1.52154, 2.22032]],
  "nbo_charge": [-0.8361, 0.6705, -0.6168, -0.7186, 0.1090, -0.6716, 0.4039, 0.4010, 0.2420, 0.2418, 0.0689, 0.2030, 0.5028]
}



Record 2
{
  "formula": "C4H8O2",
  "method": "ωB97M-V/def2-TZVPD",
  "e_above_lowest_ev": 1.988,
  "gap_ev": 11.3,
  "smiles": "C[C@H]1O[C@H]1CO",
  "max_force_ev_per_a": 0.38,
  "e_tot_ha": -307.6394,
  "species": ["C", "C", "O", "C", "C", "O", "H", "H", "H", "H", "H", "H", "H", "H"],
  "xyz": [[-1.61478, 0.89631, -0.30045], [-0.66817, 0.61667, 0.83946], [-0.52604, -0.73521, 1.26147], [0.60351, -0.09189, 0.67487], [1.08380, -0.61363, -0.66341], [2.31127, -1.30592, -0.57033], [-1.45904, 0.20721, -1.13455], [-1.47516, 1.92030, -0.66427], [-2.65258, 0.79501, 0.03301], [-0.73623, 1.32500, 1.66870], [1.41157, 0.12491, 1.37730], [1.26831, 0.22358, -1.34353], [0.29728, -1.24286, -1.10297], [2.15625, -2.11949, -0.07531]],
  "nbo_charge": [-0.6390, 0.0636, -0.4953, 0.0211, -0.0956, -0.7079, 0.2142, 0.2177, 0.2225, 0.1799, 0.1902, 0.1855, 0.1766, 0.4667]
}



Record 3
{
  "formula": "C4H3FIO2",
  "method": "ωB97M-V/def2-TZVPD",
  "e_above_lowest_ev": 0.000,
  "gap_ev": 7.2,
  "charge": -1,
  "smiles": "O=C([O-])[C@@H]1C[C@@]1(F)I",
  "max_force_ev_per_a": 3.45,
  "e_tot_ha": -702.2830,
  "species": ["O", "C", "O", "C", "C", "C", "F", "I", "H", "H", "H"],
  "xyz": [[-0.85341, -3.07824, 1.02117], [-1.05978, -2.08047, 0.34709], [-1.91776, -1.79475, -0.47086], [0.03113, -0.90781, 0.44885], [0.15694, 0.19879, -0.56489], [1.23401, -0.77283, -0.50865], [1.42291, -1.59686, -1.58271], [3.20105, -0.11519, 0.08436], [0.15398, -0.62808, 1.40753], [-0.54461, 0.06202, -1.40075], [0.38251, 1.29734, -0.33735]],
  "nbo_charge": [-0.7426, 0.7853, -0.7534, -0.3563, -0.4966, 0.2794, -0.3549, -0.0226, 0.2070, 0.2517, 0.2030]
}



Record 4
{
  "formula": "C20H17N8OPd",
  "method": "ωB97M-V/def2-TZVPD",
  "e_above_lowest_ev": 4.152,
  "gap_ev": [7.3, 5.4],
  "charge": 3,
  "multiplicity": 5,
  "max_force_ev_per_a": 3.97,
  "e_tot_ha": -1412.1454,
  "species": ["Pd", "C", "C", "N", "N", "C", "O", "C", "C", "C", "C", "C", "C", "C", "C", "C", "C", "C", "N", "H", "H", "H", "H", "H", "H", "H", "H", "H", "H", "H", "H", "N", "C", "N", "C", "N", "C", "C", "N", "C", "C", "N", "H", "H", "H", "H", "H"],
  "xyz": [[-12.54127, 0.64562, -9.47810], [-14.80594, -2.85050, -10.30468], [-13.73774, -1.83400, -9.93982], [-13.95919, -0.53399, -10.07593], [-15.09473, -0.06185, -10.53600], [-15.14689, 1.25991, -10.43734], [-14.19251, 1.88520, -9.86749], [-16.44521, 1.97293, -10.74105], [-17.43158, 1.38691, -11.61110], [-18.69495, 1.98966, -11.84956], [-19.01765, 3.19562, -11.28277], [-18.05407, 3.79499, -10.44172], [-16.74690, 3.20184, -10.14769], [-12.50737, -2.23993, -9.32383], [-12.09222, -3.58669, -8.85596], [-10.82633, -3.85225, -8.43388], [-9.74457, -3.00236, -8.93232], [-9.58271, -1.48207, -8.53663], [-11.57517, -1.05159, -9.24536], [-14.74429, -2.82324, -11.42144], [-15.70871, -2.37274, -9.96015], [-14.79940, -3.86770, -9.93752], [-17.25075, 0.43019, -11.98481], [-19.27487, 1.44656, -12.54396], [-19.94124, 3.65891, -11.49619], [-18.20701, 4.77472, -9.94963], [-16.03301, 3.69741, -9.48519], [-12.91441, -4.24790, -8.53786], [-10.62793, -4.78268, -7.96636], [-8.82411, -3.53034, -8.81264], [-8.58286, -1.16648, -8.27433], [-9.28103, -2.45553, -11.45791], [-9.31958, -1.10920, -11.91184], [-9.91967, -0.35972, -11.06869], [-10.25170, -1.17987, -9.97358], [-10.06749, -2.53033, -10.39154], [-10.85163, -0.90151, -7.88814], [-11.49013, -1.48104, -6.70427], [-11.23476, -0.97974, -5.56004], [-10.77737, 0.23794, -5.47499], [-10.67861, 1.05561, -6.64963], [-10.77201, 0.57270, -7.85342], [-9.09391, -3.27257, -12.03475], [-9.00340, -0.78092, -12.86321], [-12.06002, -2.39381, -6.73856], [-10.47019, 0.66282, -4.55108], [-10.55857, 2.14356, -6.43449]],
  "nbo_charge": [1.0035, -0.6815, 0.3180, -0.2129, -0.3404, 0.6047, -0.6568, -0.1504, 0.0870, -0.0968, -0.1903, 0.0752, -0.0574, 0.0841, -0.1957, -0.1985, -0.0775, -0.1833, -0.4255, 0.2618, 0.2579, 0.2656, 0.2424, 0.2629, 0.2783, 0.2652, 0.2754, 0.2771, 0.2763, 0.2868, 0.2915, -0.2682, 0.2891, -0.3579, 0.3899, -0.0644, 0.1873, 0.0922, -0.3305, 0.0643, 0.1006, -0.5151, 0.4706, 0.2739, 0.2286, 0.2403, 0.2526]
}



Record 5
{
  "formula": "C9H11BrN2O4",
  "method": "ωB97M-V/def2-TZVPD",
  "e_above_lowest_ev": 2.781,
  "gap_ev": 8.6,
  "smiles": "O=c1nc(O)c(/C=C/Br)cn1COCCO",
  "max_force_ev_per_a": 4.28,
  "e_tot_ha": -3333.9555,
  "species": ["O", "C", "N", "C", "O", "C", "C", "C", "Br", "C", "N", "C", "O", "C", "C", "O", "H", "H", "H", "H", "H", "H", "H", "H", "H", "H", "H"],
  "xyz": [[-1.44437, 2.54641, 0.94140], [-1.59819, 1.56902, 0.20142], [-2.70446, 1.44633, -0.58109], [-3.01113, 0.34399, -1.04284], [-4.19356, 0.37545, -1.67867], [-2.20691, -0.98596, -0.91165], [-2.73285, -2.21464, -1.52501], [-2.07981, -3.35899, -1.37892], [-2.33214, -4.78681, -2.59167], [-1.10116, -0.81965, -0.17017], [-0.66663, 0.46023, 0.30399], [0.52335, 0.48913, 1.09969], [1.70563, 0.00854, 0.40130], [2.78571, 0.98075, 0.20386], [3.83112, 1.06502, 1.41234], [5.09249, 1.29883, 0.96673], [-4.55154, 1.31290, -1.53836], [-3.51919, -2.20118, -2.25740], [-1.20158, -3.43331, -0.65527], [-0.44813, -1.63676, 0.06579], [0.29132, -0.03910, 2.04754], [0.61698, 1.55602, 1.40498], [2.39921, 1.96581, -0.03691], [3.39845, 0.46492, -0.50553], [3.69051, 1.85401, 2.03811], [3.81461, 0.17875, 2.08379], [5.64226, 1.56029, 1.70256]],
  "nbo_charge": [-0.6025, 0.7689, -0.5749, 0.6244, -0.6604, -0.1911, -0.2450, -0.2556, 0.0678, 0.0924, -0.4467, 0.0803, -0.5432, -0.0792, -0.0753, -0.7162, 0.5110, 0.2435, 0.2113, 0.2183, 0.1792, 0.2203, 0.1885, 0.2073, 0.1513, 0.1514, 0.4739]
}



Record 6
{
  "formula": "C3H2BaO3",
  "method": "ωB97M-V/def2-TZVPD",
  "e_above_lowest_ev": 3.418,
  "gap_ev": 6.2,
  "charge": 2,
  "max_force_ev_per_a": 4.66,
  "e_tot_ha": -365.9543,
  "species": ["H", "C", "C", "O", "H", "C", "O", "O", "Ba"],
  "xyz": [[0.75616, 1.31841, 1.12987], [1.04168, 0.53770, -2.33828], [1.04757, 0.57549, -1.13466], [1.12795, 0.46610, 0.16682], [1.07564, 0.36022, -3.39755], [-0.32300, -0.31282, 1.27072], [-0.26437, 0.70587, 1.94176], [-1.16552, -1.07740, 0.89876], [-3.29610, -2.57357, 1.46255]],
  "nbo_charge": [0.5997, -0.2277, 0.2461, -0.6544, 0.2700, 1.0833, -0.5479, -0.7521, 1.9831]
}



> Which formula does entry 6 have?

C3H2BaO3



> Number 6 is which compound?

C3H2BaO3